# 1
Entry from the Open Molecules 2025 dataset: a cluster of 2 separate species, C4H7N2O in total in a non-equilibrium geometry (the ωB97M-V functional and the def2-TZVPD basis).

Summary:
LUMO level (alpha / beta)	4.1 / 4.1	eV
Kohn-Sham gap (alpha / beta)	5.603 / 5.608	eV
HOMO (alpha / beta)	-1.5 / -1.5	eV
energy relative to the best compared isomer or geometry (same formula, charge and spin)	465.2	kJ/mol

```
! RIJCOSX wB97M-V def2-TZVPD def2/J DEFGRID3
* xyz -1 1
C -1.373 -1.600 0.031
C -0.106 1.175 -0.469
C 0.667 1.282 0.822
C 0.899 0.175 -0.095
N -2.353 -0.973 -0.464
N 1.899 -0.545 -0.565
O 2.935 -0.882 0.188
H -1.613 -2.301 0.872
H -1.075 0.923 -0.552
H 0.203 1.820 -1.330
H 1.400 1.988 0.988
H 0.162 1.099 1.879
H -3.383 -0.993 -0.040
H 1.739 -1.170 -1.266
*
```

Mulliken population analysis, charges in e, atoms 1 to 8:
1. C -0.36
2. C -0.59
3. C -0.40
4. C 0.38
5. N -0.52
6. N -0.08
7. O -0.70
8. H 0.01

=====

# 2
Entry from the Open Molecules 2025 dataset: a cluster of 3 separate species, C4H6O2 in total in a non-equilibrium geometry (the ωB97M-V functional and the def2-TZVPD basis).

Summary:
LUMO level	0.9	eV
Kohn-Sham gap	9.650	eV
HOMO	-8.8	eV
energy relative to the best compared isomer or geometry (same formula, charge and spin)	416.8	kJ/mol

```
! RIJCOSX wB97M-V def2-TZVPD def2/J DEFGRID3
* xyz 0 1
O 0.107 -1.455 -0.870
C 0.813 -0.582 -0.150
C 1.943 0.009 0.037
C 0.841 0.306 1.047
C -2.486 0.201 0.853
O -2.490 -0.737 0.208
H -0.795 -1.498 -0.524
H -0.730 1.093 -1.790
H 2.982 0.164 -0.196
H 0.341 1.283 1.042
H 0.899 -0.131 2.052
H -1.425 1.347 -1.708
*
```

Mulliken population analysis, charges in e, atoms 1 to 8:
1. O -0.45
2. C 0.25
3. C -0.33
4. C -0.68
5. C 0.15
6. O -0.21
7. H 0.42
8. H -0.08

=====

# 3
Entry from the Open Molecules 2025 dataset: the molecule C3H5NO2 in a non-equilibrium geometry (the ωB97M-V functional and the def2-TZVPD basis).

Summary:
SMILES	CC(O)(O)C#N
LUMO level	0.5	eV
Kohn-Sham gap	11.211	eV
HOMO	-10.7	eV
energy relative to the best compared isomer or geometry (same formula, charge and spin)	230.4	kJ/mol

```
! RIJCOSX wB97M-V def2-TZVPD def2/J DEFGRID3
* xyz 0 1
C -1.126 1.005 -0.615
C -0.248 -1.227 0.330
C 0.163 0.491 -0.152
N -2.105 1.331 -1.097
O 0.416 1.040 1.124
O 1.150 0.629 -1.047
H -0.997 -1.256 1.172
H 0.616 -1.714 0.822
H -0.562 -1.748 -0.592
H 1.125 1.643 1.146
H 1.570 -0.195 -1.092
*
```

Mulliken population analysis, charges in e, atoms 1 to 8:
1. C 0.07
2. C -1.16
3. C 0.71
4. N -0.37
5. O -0.49
6. O -0.49
7. H 0.34
8. H 0.36

=====

# 4
Entry from the Open Molecules 2025 dataset: a structure of composition C26H40Cl2N3O3Tm in a non-equilibrium geometry (the ωB97M-V functional and the def2-TZVPD basis).

Summary:
⟨S²⟩	2.00
LUMO level (alpha / beta)	0.2 / 0.2	eV
Kohn-Sham gap (alpha / beta)	7.093 / 7.085	eV
HOMO (alpha / beta)	-6.9 / -6.9	eV

```
! RIJCOSX wB97M-V def2-TZVPD def2/J DEFGRID3
* xyz 0 3
O 0.469 -3.011 -0.732
C 0.704 -3.009 0.521
C -0.364 -3.732 1.321
C -1.688 -3.316 1.256
H -1.909 -2.323 0.851
C -2.715 -4.180 1.650
H -3.746 -3.847 1.543
C -2.410 -5.431 2.189
H -3.209 -6.092 2.532
C -1.064 -5.789 2.340
H -0.800 -6.730 2.816
C -0.032 -4.949 1.907
H 1.027 -5.235 1.953
H 1.677 -3.467 0.819
C 2.684 -1.256 1.534
C 1.183 -1.372 1.538
H 3.188 -1.796 2.345
H 2.996 -0.204 1.648
H 3.129 -1.651 0.624
C 0.472 -1.174 2.659
C 1.017 -0.788 3.991
H -0.605 -1.321 2.654
H 0.981 -1.615 4.709
H 0.457 0.021 4.459
H 2.064 -0.493 3.932
Tm 0.589 0.582 0.542
Cl -1.899 0.185 1.290
Cl 1.650 2.128 2.141
H -2.710 -3.180 -3.407
H -3.726 -0.933 -3.213
C -2.285 -2.995 -2.406
C -3.094 -0.633 -2.368
N -1.984 -1.575 -2.255
H -1.357 -3.563 -2.263
C -0.735 -1.134 -2.125
O -0.434 -0.074 -1.523
H -2.715 0.381 -2.538
H 0.035 -1.768 -2.577
H -3.029 -3.305 -1.651
H -3.715 -0.648 -1.462
H 5.013 1.611 -2.668
H 4.715 -0.568 -4.289
C 4.939 0.847 -1.882
C 4.528 -1.122 -3.357
N 4.046 -0.230 -2.305
H 4.554 1.300 -0.967
C 2.846 -0.389 -1.755
O 2.423 0.318 -0.796
H 3.767 -1.886 -3.540
H 2.230 -1.196 -2.185
H 5.939 0.432 -1.712
H 5.462 -1.610 -3.043
C -3.097 3.671 0.018
N -2.310 4.200 1.163
C -3.085 4.143 2.425
C -0.944 3.525 1.302
C -0.221 3.703 0.013
C -0.018 5.006 -0.477
C 0.455 5.185 -1.774
C 0.770 4.070 -2.547
C 0.662 2.774 -2.006
C 0.223 2.633 -0.724
H -3.141 2.579 0.102
H -2.621 3.972 -0.918
H -4.101 4.099 0.081
H -2.108 5.190 0.963
H -3.289 3.095 2.663
H -2.487 4.602 3.216
H -4.016 4.694 2.270
H -0.452 4.005 2.156
H -1.150 2.471 1.551
H -0.243 5.862 0.157
H 0.578 6.195 -2.178
H 1.102 4.190 -3.577
H 0.932 1.920 -2.623
*
```

Mulliken population analysis, charges in e, atoms 1 to 8:
1. O -0.66
2. C 0.09
3. C 0.32
4. C 0.42
5. H 0.43
6. C -1.09
7. H 0.42
8. C -0.53